Formula: C23H34N4O4S2
Source: OMol25
Level of theory: ωB97M-V/def2-TZVPD

The geometry in XYZ format:
```
67
Properties=species:S:1:pos:R:3:forces:R:3:lowdin_charge:R:1
C -4.3907 -1.5135 -0.3996 0.08 0.21 -0.13 -0.040
C -4.1258 -0.1037 -0.9357 0.02 -0.27 -0.22 -0.353
C -5.2614 0.3839 -1.8541 0.08 -0.04 0.12 -0.149
C -6.5241 0.7361 -1.0697 0.09 0.19 -0.08 -0.198
C -6.1864 1.7123 0.0537 0.04 -0.27 0.10 -0.175
C -5.0713 1.1193 0.9199 -0.22 0.23 0.04 -0.181
N -3.8657 0.8150 0.1711 0.02 0.10 0.09 -0.168
C -3.0732 1.9797 -0.1834 0.24 -0.06 -0.06 -0.167
C -1.5937 1.5905 -0.3049 0.04 0.09 -0.14 -0.145
N -1.2630 0.7026 0.7821 -0.42 0.14 -0.11 0.091
C -0.0463 0.5922 1.3247 -0.16 -0.38 0.41 -0.463
O 0.9202 1.2530 0.9991 0.37 0.30 -0.04 0.065
C 0.0290 -0.5488 2.3494 0.03 0.34 0.03 -0.022
N -0.0580 -1.8005 1.6070 0.14 0.06 0.36 0.009
C -1.2349 -2.4832 1.6616 -0.21 -0.40 -0.03 -0.517
O -2.1903 -2.0936 2.3039 -0.18 0.01 0.12 0.058
C -1.2662 -3.7530 0.8489 0.02 0.04 -0.36 -0.332
S -0.9890 -3.2733 -0.8814 -0.02 0.03 0.15 0.989
C 0.6190 -2.6106 -0.6043 -0.19 -0.04 0.21 -0.451
C 1.5685 -2.6824 -1.6172 0.14 0.09 0.11 -0.078
C 2.8473 -2.2047 -1.4085 -0.04 -0.06 -0.12 -0.043
C 3.1706 -1.6952 -0.1652 0.33 0.24 0.25 -0.251
S 4.8302 -1.0869 0.1318 -0.48 -0.15 -0.38 0.683
O 4.9576 -0.8267 1.5406 -0.23 0.17 -0.06 -0.280
O 5.7619 -1.9995 -0.4655 0.02 0.06 -0.25 -0.281
N 4.7977 0.2893 -0.8106 0.03 -0.92 0.35 -0.236
C 4.0680 1.4029 -0.2351 -0.39 0.30 0.54 -0.190
C 4.9004 2.1712 0.7902 0.00 0.13 -0.21 -0.177
C 6.2184 2.6176 0.1614 0.05 -0.18 0.22 -0.199
C 6.9575 1.4011 -0.3926 -0.13 0.19 -0.23 -0.176
C 6.0678 0.6697 -1.3965 0.74 -0.22 -0.07 -0.204
C 2.2400 -1.6119 0.8464 0.06 -0.05 0.15 0.015
C 0.9315 -2.0394 0.6382 0.37 -0.24 -0.65 -0.195
H -5.4170 -1.6326 -0.0667 -0.15 -0.07 0.06 0.070
H -4.1982 -2.2462 -1.1795 -0.05 -0.10 -0.09 0.074
H -3.7370 -1.7189 0.4434 0.06 -0.06 0.08 0.056
H -3.2059 -0.1508 -1.5286 -0.04 0.00 0.05 0.133
H -5.4790 -0.3893 -2.5924 0.04 0.01 -0.10 0.115
H -4.9241 1.2719 -2.3951 -0.01 0.01 -0.08 0.108
H -6.9628 -0.1672 -0.6416 -0.08 -0.03 0.01 0.104
H -7.2647 1.1737 -1.7432 -0.04 -0.09 0.02 0.109
H -7.0670 1.9058 0.6680 -0.01 0.08 0.02 0.110
H -5.8544 2.6633 -0.3697 -0.02 0.09 0.00 0.109
H -4.8106 1.8058 1.7296 0.00 -0.10 0.02 0.120
H -5.4200 0.1885 1.3736 -0.06 0.03 0.09 0.120
H -3.3887 2.4672 -1.1174 0.00 0.03 0.07 0.119
H -3.1747 2.7056 0.6265 -0.02 0.01 -0.04 0.125
H -1.4017 1.0870 -1.2608 0.01 0.12 0.03 0.119
H -0.9497 2.4711 -0.2544 -0.08 -0.06 -0.08 0.124
H -2.0538 0.1528 1.1037 0.11 -0.06 0.14 0.124
H -0.8213 -0.5196 3.0335 0.18 0.00 -0.09 0.131
H 0.9598 -0.4922 2.9124 -0.10 0.05 -0.08 0.129
H -2.2465 -4.2185 0.9215 0.05 0.09 0.07 0.092
H -0.4834 -4.4535 1.1430 -0.04 0.01 0.05 0.099
H 1.2816 -3.1125 -2.5642 0.04 -0.09 -0.11 0.108
H 3.6018 -2.2421 -2.1760 0.05 -0.03 -0.18 0.120
H 3.1561 1.0158 0.2203 -0.11 0.17 -0.06 0.091
H 3.7829 2.0639 -1.0607 -0.05 -0.08 0.02 0.134
H 5.1033 1.5125 1.6352 -0.04 0.10 0.05 0.100
H 4.3289 3.0294 1.1455 -0.04 0.00 0.04 0.116
H 6.8360 3.1264 0.9038 0.00 0.08 -0.05 0.109
H 6.0178 3.3216 -0.6513 0.03 0.09 -0.03 0.112
H 7.8886 1.7014 -0.8766 0.05 -0.06 0.02 0.112
H 7.1942 0.7142 0.4226 0.12 -0.01 0.02 0.115
H 6.5422 -0.2504 -1.7387 0.07 0.19 -0.17 0.109
H 5.8560 1.3098 -2.2597 -0.04 -0.06 0.04 0.130
H 2.5656 -1.2035 1.7883 -0.07 0.10 0.13 0.119
```
Forces are in eV/Å.

Highest occupied orbital energy: -8.569 eV
LUMO level: 0.4181 eV
Strongest force on any atom: 0.98 eV Å⁻¹
Net charge: 0
Structure (SMILES): C[C@H]1CCCCN1CCNC(=O)CN1C(=O)CSc2ccc(S(=O)(=O)N3CCCCC3)cc21
Multiplicity: 1


Formula: C23H35BBr6INO5
Source: OMol25
Level of theory: ωB97M-V/def2-TZVPD

The geometry in XYZ format:
```
72
Properties=species:S:1:pos:R:3:forces:R:3:lowdin_charge:R:1
C -3.9538 5.5724 1.6734 -0.22 -0.97 -0.29 -0.118
C -2.5178 4.8705 1.3268 -0.95 0.87 -0.09 -0.224
C -2.8349 3.3216 1.0558 0.62 -0.19 -0.66 -0.185
C -1.5606 2.3662 1.0465 2.17 -1.92 0.74 -0.029
C -0.6947 2.1351 -0.2494 0.52 -1.17 2.62 -0.052
C -1.1157 2.9361 -1.5572 0.33 0.84 0.06 -0.057
B -1.9942 2.0807 -2.6220 0.05 -0.94 -1.27 -0.555
O -1.2578 1.4339 -3.6947 -1.93 0.26 2.35 -0.007
O -3.4430 1.9569 -2.5780 1.85 1.06 -0.51 0.061
C 0.5306 1.1496 -0.2333 -1.44 0.63 2.69 -0.127
C 1.4323 0.8243 -1.5106 -0.37 -0.25 0.77 -0.165
C 0.9799 -0.5431 -2.2927 1.64 0.65 -0.38 -0.654
C 2.0901 -1.7162 -2.1451 -0.74 -0.58 0.30 -0.171
I -0.9172 -1.3608 -1.5202 0.40 0.38 -0.73 0.897
C 0.8172 0.4584 1.1147 -1.86 1.10 1.21 -0.007
C -0.0028 0.6848 2.4116 -0.68 1.33 -3.13 0.016
C -1.2088 1.6574 2.3983 1.60 -0.94 -2.21 -0.042
C -1.9963 1.8582 3.7685 1.39 -0.85 0.29 -0.120
C -1.2207 2.9132 4.7386 -0.53 -0.60 -0.33 -0.203
O -1.9335 4.1898 4.7276 0.22 -0.97 -0.63 -0.121
C 0.6038 -0.2187 3.5617 -0.63 0.12 1.27 -0.312
O 0.3211 -0.2828 4.7816 0.85 0.46 -4.39 0.054
N 1.7026 -1.0359 2.9614 -1.00 3.16 -0.58 0.123
C 1.9286 -0.5781 1.5629 1.71 -0.76 -1.15 -0.315
O 2.9376 -1.0196 0.9614 -3.43 1.79 1.57 0.032
H -4.7777 4.8201 1.3646 1.20 1.26 0.47 0.076
H -4.0975 5.7501 2.7912 0.27 0.00 -1.53 0.073
H -4.1460 6.5115 1.0579 0.42 -1.11 1.09 0.071
H -1.7594 5.0477 2.1785 -1.16 -0.45 -1.41 0.110
H -2.1390 5.4369 0.3952 -0.26 -1.26 1.40 0.104
H -3.5974 2.9887 1.8411 1.27 0.26 -1.05 0.103
H -3.3699 3.2128 0.0389 0.80 0.23 1.58 0.119
H -1.7176 3.8873 -1.2894 1.01 -1.59 -0.09 0.102
H -0.1928 3.3308 -2.1325 -1.23 -0.81 1.05 0.125
H -1.7452 0.6042 -3.9054 0.33 0.84 -0.20 0.082
H -3.8624 2.7328 -3.0222 0.40 -0.95 0.58 0.113
H 2.5118 0.6389 -1.1743 -1.62 0.36 -0.27 0.113
H 1.4538 1.7184 -2.2257 -0.31 -1.32 0.98 0.100
H 0.8749 -0.2234 -3.3978 -0.32 -0.98 2.11 -0.040
H 1.6090 -2.5994 -1.5767 0.98 1.35 -0.91 0.038
H 3.0007 -1.4044 -1.5360 -1.26 -0.21 -0.92 0.067
H 2.4049 -2.1008 -3.1695 -0.39 0.62 1.36 0.011
H -1.9474 0.8474 4.3283 -0.12 1.53 -1.06 0.117
H -3.1002 2.1167 3.6580 1.56 -0.14 0.05 0.112
H -1.2208 2.4834 5.8000 -0.13 0.82 -1.45 0.124
H -0.1166 3.0401 4.4264 -1.77 -0.13 0.29 0.129
H -2.5154 4.1968 3.9324 0.76 -0.03 0.93 0.045
H 2.5309 -0.6942 3.4773 -0.17 -1.05 -0.11 0.146
Br 4.1663 -5.1153 -0.0714 -0.05 0.04 0.09 0.592
C 4.7793 -4.1089 1.4817 0.05 0.12 -0.27 -0.701
C 5.9448 -4.7932 2.1518 -0.01 0.00 0.27 -0.700
Br 5.3563 -6.3205 3.2103 0.07 0.00 -0.09 0.596
H 3.9182 -3.9810 2.1374 0.15 -0.05 -0.06 0.050
H 5.0785 -3.1359 1.0886 -0.03 -0.09 0.08 0.052
H 6.4253 -4.1217 2.8653 -0.09 -0.02 -0.10 0.056
H 6.6911 -5.1618 1.4484 -0.18 0.07 0.03 0.049
Br -2.3399 -6.8074 2.6906 -0.04 0.12 -0.01 0.600
C -2.7502 -5.5402 1.2671 -0.10 -0.29 0.00 -0.700
C -1.5383 -5.2675 0.4109 0.07 0.33 -0.09 -0.692
Br -0.2972 -4.0609 1.3051 0.06 -0.15 0.07 0.568
H -3.1516 -4.6460 1.7435 0.15 -0.08 -0.10 0.051
H -3.5360 -6.0184 0.6799 0.12 0.06 0.01 0.056
H -1.8251 -4.7502 -0.5068 -0.03 -0.05 0.09 0.043
H -0.9791 -6.1670 0.1548 -0.13 0.08 0.11 0.054
Br 1.4787 1.0467 -5.3746 0.20 0.12 -0.47 0.736
C 1.6389 -0.0362 -6.9892 -0.16 0.19 0.03 -0.663
C 1.5170 -1.5076 -6.6791 0.20 -0.18 -0.13 -0.677
Br 3.1604 -2.2030 -5.8961 -0.09 0.02 -0.04 0.647
H 2.5873 0.2283 -7.4563 -0.11 -0.14 0.08 0.052
H 0.8187 0.2908 -7.6305 0.07 -0.09 0.07 0.060
H 1.3744 -2.0822 -7.5958 0.00 0.12 0.07 0.058
H 0.7098 -1.7369 -5.9834 0.10 0.12 -0.08 0.055
```
Forces are in eV/Å.

Highest occupied orbital energy: -8.771 eV
LUMO level: -0.9201 eV
Strongest force on any atom: 4.49 eV Å⁻¹
Net charge: 0
Structure (SMILES): CCCc1c(CB(O)O)c(C[C@@H](C)I)c2c(c1CCO)C(=O)NC2=O.BrCCBr.BrCCBr.BrCCBr
Energy relative to the best compared isomer or geometry (same formula, charge and spin): 152.15 kcal/mol
Multiplicity: 1


Formula: C23H35IrNOP2
Source: OMol25
Level of theory: ωB97M-V/def2-TZVPD

The geometry in XYZ format:
```
63
Properties=species:S:1:pos:R:3:forces:R:3:lowdin_charge:R:1
C 4.5339 1.0984 0.9884 -0.67 -0.01 0.24 -0.035
C 3.1873 1.3697 0.7016 0.76 -0.53 -1.56 -0.224
C 2.7639 1.1034 -0.6530 -0.35 -0.50 1.18 -0.206
C 3.5083 0.3295 -1.5326 0.77 -0.89 0.43 -0.143
C 4.8614 0.0539 -1.1892 -0.73 0.08 0.07 -0.003
C 5.3537 0.4522 0.0612 -0.14 0.16 -0.57 -0.062
C 2.6798 -0.3104 -2.6462 0.64 0.43 -0.90 -0.092
C 1.8222 0.7280 -3.2788 -0.50 0.21 -1.56 -0.178
C 1.0931 1.4796 -2.3611 -1.25 0.02 -0.77 -0.220
C -0.1434 2.1178 -2.7357 0.89 -0.55 -0.15 -0.220
C -0.4588 2.1485 -4.0979 -0.03 -0.04 0.74 -0.037
C 0.3293 1.4659 -5.0248 0.13 0.08 -0.19 -0.064
C 1.4436 0.7360 -4.6428 0.34 0.12 0.79 -0.008
H 4.9259 1.3599 1.9806 -0.19 -0.24 -0.43 0.123
H 5.5215 -0.4809 -1.8727 -0.31 -0.02 0.16 0.116
H 6.3788 0.2190 0.3406 -0.17 0.10 -0.16 0.112
H 3.3775 -0.7795 -3.3724 -0.84 -0.20 0.42 0.139
H -1.3526 2.6837 -4.4240 0.20 -0.24 0.08 0.121
H 0.0273 1.4682 -6.0630 0.05 0.06 -0.06 0.110
H 2.0226 0.1673 -5.3764 -0.28 0.12 0.30 0.122
N 1.4192 1.2645 -1.0332 1.18 2.18 0.08 -0.168
Ir 0.1755 0.1835 -0.0701 -0.28 -4.20 -1.32 0.866
C 2.2064 1.7331 1.7509 -0.88 -0.25 0.56 -0.256
H 1.6662 2.6411 1.5007 -0.13 0.23 0.09 0.090
H 2.6673 1.8300 2.7235 0.37 0.31 0.23 0.089
C -1.1036 2.5570 -1.6758 -0.56 -0.44 0.78 -0.243
H -0.6437 3.2289 -0.9456 -0.11 0.07 -0.10 0.091
H -1.9991 2.9947 -2.0953 -0.08 0.49 -0.27 0.087
P 0.8813 0.3907 1.9254 2.04 0.88 2.10 0.610
P -1.7135 1.0659 -0.6521 -0.14 1.27 -1.99 0.630
C -2.7280 0.1558 -1.8289 -0.73 -0.08 -0.11 -0.226
H -3.0313 -0.8071 -1.3837 0.07 0.49 -0.31 0.016
H -3.6178 0.7643 -2.0685 0.18 -0.35 -0.04 0.068
H -2.1589 -0.0353 -2.7535 -0.12 0.11 0.41 0.063
C -2.7498 1.6530 0.6813 -0.34 0.21 0.09 -0.234
H -3.6671 2.0665 0.2497 0.01 0.02 0.25 0.065
H -2.9745 0.7941 1.3231 -0.05 0.16 -0.04 0.041
H -2.2236 2.4241 1.2596 -0.19 -0.21 -0.20 0.047
C 1.8163 -1.0206 2.5806 0.08 -0.25 0.42 -0.229
H 2.3333 -0.7379 3.5155 -0.20 -0.20 -0.30 0.066
H 1.1213 -1.8595 2.7685 0.43 0.37 -0.07 0.036
H 2.5664 -1.3378 1.8342 -0.36 0.18 0.29 0.056
C -0.2952 0.9312 3.1921 0.25 -0.02 0.12 -0.219
H -1.0547 0.1478 3.2990 0.12 0.21 0.05 0.028
H 0.2436 1.0868 4.1332 -0.24 0.00 -0.02 0.065
H -0.7709 1.8651 2.8731 0.12 -0.22 0.13 0.039
H 1.6928 -0.9922 -2.2988 2.87 0.61 -0.13 0.111
H 1.3225 -1.0637 -1.0627 -1.59 0.31 1.11 0.084
C -2.7291 -3.1840 -0.3428 -0.08 -0.07 0.25 -0.078
C -3.3565 -2.3895 0.8074 -0.15 -0.27 0.06 -0.278
O -2.3883 -1.7795 1.6560 0.11 -0.15 0.26 -0.236
C -1.9960 -2.5495 2.8068 -0.37 -0.01 -0.46 -0.264
C -2.8486 -2.2313 4.0200 -0.07 0.18 0.17 -0.069
H -1.9304 -2.6190 -0.8471 -0.23 -0.14 0.21 0.059
H -3.5033 -3.4519 -1.0743 0.16 0.09 0.12 0.086
H -2.3165 -4.1216 0.0417 0.12 0.13 -0.13 0.076
H -3.9586 -1.5611 0.4131 -0.06 -0.21 0.12 0.102
H -4.0209 -3.0618 1.3990 0.27 0.50 -0.34 0.130
H -2.0641 -3.6271 2.5767 0.20 0.32 0.03 0.127
H -0.9518 -2.2860 2.9847 -0.03 -0.16 0.04 0.083
H -3.8899 -2.5340 3.8634 0.16 0.12 0.00 0.079
H -2.4743 -2.7838 4.8882 -0.05 0.08 -0.08 0.084
H -2.8273 -1.1544 4.2633 -0.02 -0.41 -0.14 0.074
```
Forces are in eV/Å.

Highest occupied orbital energy (alpha / beta): -9.546 / -11.435 eV
LUMO level (alpha / beta): -1.7966 / -5.1192 eV
Strongest force on any atom: 4.41 eV Å⁻¹
Net charge: +1
Multiplicity: 5